[1]
C21H60AlF2N9O6P3 | wB97M-V/def2-TZVPD

Properties
HOMO energy   -0.3944 Eh
Net charge   +1
Strongest force on any atom   5.18 eV Å⁻¹
Orbital gap   0.09958 Ha
E_tot   -3246.196080 Ha

Each line ends with the Löwdin charge.
Element x y z (Å)
H (-7.31281, -0.09419, 2.05192)  0.075
O (-1.23258, -4.52753, 0.16452)  0.013
N (3.25055, -1.72029, -0.71375)  -0.286
H (1.62973, -2.56338, 0.31228)  0.049
N (-5.23511, -0.47865, 2.61816)  -0.291
H (-7.16186, -1.04854, 3.38712)  0.070
H (-2.92069, -3.95319, -3.54428)  0.106
H (-1.38071, -1.35521, 4.80376)  0.099
H (-5.87127, 1.47117, 2.66861)  0.086
C (3.96396, -0.94851, 0.23683)  -0.131
P (1.45054, 4.05505, -0.41456)  0.632
C (-4.49489, -3.35816, 0.56332)  -0.132
H (2.25160, 7.02873, 0.87060)  0.082
C (-1.94149, -3.69898, -3.13850)  -0.021
N (0.87982, 5.46243, 0.24918)  -0.284
C (-1.85536, -2.04373, 4.10466)  -0.120
H (-0.05730, -3.25403, 1.21516)  0.072
H (-5.49923, -3.75797, 0.42348)  0.083
H (1.90142, 6.98066, -0.89456)  0.056
H (2.92084, 6.22081, -2.91772)  0.080
H (0.67530, -3.45949, -3.10370)  0.069
H (-0.65759, 4.52564, 1.38203)  0.071
H (-1.23401, 5.94079, 0.43967)  0.087
H (-0.07079, 4.58286, -2.40160)  0.059
C (-1.35949, -3.64636, -0.81748)  -0.559
H (-1.29572, -4.25229, -3.82035)  0.086
H (3.68752, 5.50857, -1.51622)  0.067
C (3.16285, 5.27066, -2.44154)  -0.132
H (1.29292, -2.89849, -4.74590)  0.096
O (-2.86383, -0.82989, 1.60668)  -0.304
H (-0.32890, 6.07891, 1.87854)  0.081
C (-5.11174, 0.86443, 3.16165)  -0.105
C (1.49568, 6.84269, 0.10765)  -0.045
C (3.57428, -2.91484, -3.56515)  -0.136
H (-1.58198, -2.67216, -3.20553)  0.081
H (-6.81111, -1.85866, 1.88071)  0.069
C (2.88283, 3.69100, 1.89481)  -0.071
C (5.18476, -0.18877, -2.58168)  -0.130
H (-3.40457, -1.11258, 5.85843)  0.091
H (3.89460, 4.68342, -2.99633)  0.069
O (0.40016, 2.92808, -0.38502)  -0.394
H (-4.09210, 1.15877, 2.91311)  0.077
C (0.80295, 4.93105, -2.95244)  -0.065
H (-4.14900, -4.45369, 3.37058)  0.079
H (-1.69592, -3.03101, 4.53821)  0.090
N (-3.20659, -1.68670, 3.91919)  -0.303
H (0.79042, 4.73028, -4.02372)  0.085
N (2.41542, -2.20205, -3.23069)  -0.302
H (0.85465, 6.01510, -2.85116)  0.060
H (4.22536, -2.34690, -4.22971)  0.090
F (-3.31328, -0.18324, -2.41375)  -0.480
N (-4.35366, -3.04159, 1.93852)  -0.282
N (3.75605, 0.09111, -2.59167)  -0.267
C (-4.97229, -4.04750, 2.78294)  -0.092
H (4.80669, 2.61325, 0.42854)  0.094
H (-4.51033, -2.56058, -0.17946)  0.098
H (3.30087, -3.85415, -4.04583)  0.092
H (-5.25252, 0.82064, 4.24162)  0.077
H (5.67274, -0.34395, -3.54391)  0.088
H (-1.32226, -2.12457, 3.15737)  0.060
C (2.55321, -2.88261, -0.17081)  -0.085
H (2.21006, -3.63450, -0.88145)  0.085
H (-5.31898, -4.94630, 2.27295)  0.094
H (2.42277, 1.70107, -3.31416)  0.069
H (3.80912, 3.37316, 2.37339)  0.082
C (-0.70825, -4.11331, 1.37640)  -0.049
P (2.49108, -0.93798, -2.01957)  0.668
H (3.52021, 1.06058, -4.56190)  0.084
O (1.20216, -0.23095, -1.77570)  -0.330
H (0.40231, -1.84696, -3.81051)  0.079
H (5.62299, 0.70533, -2.13822)  0.078
H (3.96143, -3.41794, -2.67908)  0.082
H (-1.54125, -3.99235, 2.06892)  0.081
H (5.45655, -0.99416, -1.89935)  0.073
H (-5.74082, -3.69773, 3.47222)  0.084
H (-3.85353, -2.74127, 5.57066)  0.092
H (4.29464, -1.68157, 0.97260)  0.091
H (-4.90268, -1.32404, 5.00856)  0.078
H (3.42162, 1.79651, -0.16967)  0.066
H (2.73098, 4.69686, 2.28631)  0.067
Al (-1.22929, 0.53899, -0.39497)  1.367
O (-1.89100, -4.29823, -1.83218)  0.023
N (2.96260, 3.70794, 0.37432)  -0.267
P (-3.86713, -1.47842, 2.39784)  0.545
N (1.96241, 4.51504, -2.00474)  -0.282
O (-1.11958, -2.40902, -0.70614)  -0.010
C (3.91247, 2.76971, -0.17478)  -0.113
H (4.06615, 2.05375, -3.20680)  0.056
H (4.16527, 3.12838, -1.17256)  0.056
C (-6.69241, -0.91464, 2.41255)  -0.061
H (0.77024, 7.64814, 0.22206)  0.086
C (3.39569, 1.24398, -3.49468)  -0.079
C (1.11942, -2.65989, -3.69658)  -0.107
H (-0.07611, -4.86703, 1.84590)  0.105
C (-0.38730, 5.49390, 0.96069)  -0.129
F (0.74488, -0.51035, 1.57316)  -0.437
H (3.26674, -0.32384, 0.79518)  0.076
H (-3.85683, -4.15968, 0.19111)  0.083
H (2.06277, 3.09653, 2.29757)  0.079
H (3.14082, -3.33645, 0.62721)  0.095
H (4.84814, -0.36792, -0.02630)  0.075
C (-3.90509, -1.74701, 5.12694)  -0.134

Cartesian forces, eV/Å:
H 0.4849 -0.0109 -0.9113
O -0.0341 -0.8534 -1.4478
N -0.6601 -0.0516 -2.6808
H -0.1698 0.3089 0.2671
N -1.2842 -2.3303 -1.0788
H 0.1703 -0.3959 0.4244
H -0.2157 0.8762 0.3141
H 0.2808 0.2431 -0.2030
H 0.2624 0.3592 0.1942
C -0.0289 -0.0943 2.2946
P 1.3401 -0.1023 -1.2628
C -1.3378 -0.5997 -2.1259
H 0.1945 -0.2407 -0.0978
C 0.0956 -0.6487 -0.8689
N -0.5427 1.0066 0.3490
C 1.7231 -0.5091 -0.6036
H -0.5510 0.3964 0.4561
H -0.2772 -0.1913 -0.0792
H 0.2349 -0.1780 0.1595
H -0.1464 -0.2309 -0.2117
H 0.1590 -0.2029 -0.1307
H -0.0491 -0.2255 -0.6212
H 0.1151 -0.2406 -0.5861
H -0.4449 0.0062 -0.7805
C -0.1849 3.1464 0.8644
H 0.3986 -0.3457 0.3783
H 0.3337 0.3157 0.0086
C 0.4078 -0.7338 2.3821
H -0.2638 -0.8714 0.0067
O 2.8895 1.7243 -3.2707
H 0.4979 0.3719 0.0428
C 0.4898 -1.0518 -0.3866
C -0.0453 -1.1341 -0.3194
C 0.3054 -1.8514 -0.1081
H -0.8373 0.0733 0.5336
H 0.2422 0.3745 -0.2961
C -0.3153 0.6722 -0.6188
C 0.0712 0.5099 1.0397
H 0.1035 0.2585 0.2165
H -0.3990 -0.0769 -0.5375
O 1.0695 1.1559 -0.0272
H -0.1490 0.6447 0.2357
C 0.6227 0.3426 2.9179
H -0.1346 -0.1138 0.6574
H -0.5158 -0.3973 0.3490
N -0.5425 0.0201 -1.4229
H 0.5805 -0.8696 0.2978
N -2.5693 2.9601 2.5072
H -0.5795 0.2044 -0.2552
H 0.5201 -0.2458 0.4166
F 1.6192 0.6473 1.5126
N 0.1378 2.0183 -0.3265
N -2.2146 -0.1061 -0.4989
C 1.3377 -0.3593 1.5456
H -0.0179 0.6716 0.1272
H 0.6692 0.5223 0.4378
H -0.3564 0.2549 -0.8704
H -0.0665 0.4741 0.1336
H -0.4253 -0.1328 -0.2677
H 0.1087 0.7107 0.0997
C -0.7537 0.3093 0.6709
H 0.5995 0.1120 -0.4464
H -0.2213 0.5674 -0.6097
H -0.2608 -0.6944 0.1894
H 0.0877 -0.2956 -0.5743
C 0.7202 0.5163 1.4953
P 2.3885 -1.1723 -1.4313
H 0.0530 -0.3774 0.0317
O -0.0831 -0.0357 -0.3379
H 0.0534 0.1898 0.6581
H 0.4886 0.1587 -0.0924
H 1.1878 0.8361 0.2707
H 0.1176 0.6474 -0.0040
H -0.2814 -0.1864 -0.3454
H -0.0910 0.2067 -0.1757
H -0.5761 -0.2940 -0.0324
H 0.3521 0.1439 0.1934
H -0.2073 -0.5346 0.1687
H 0.1881 -0.4244 -0.6655
H -0.1280 0.1955 -0.3081
Al 1.0513 -2.3046 0.1357
O 0.5616 0.4555 -0.4106
N -1.4940 1.1962 1.5790
P -3.7215 -1.5197 3.2705
N -1.0617 -0.4042 -1.8180
O -0.3060 -3.1955 -0.7523
C -0.7746 -0.5703 -0.4026
H 0.3425 0.0372 -0.1975
H 0.1935 -0.5164 -0.0275
C 1.3152 0.3040 1.4663
H -0.4765 -0.4832 0.0747
C 0.4476 -0.0897 1.1498
C 0.3694 0.7010 -1.0146
H -0.0674 -0.5010 -0.5572
C -0.3180 -0.1733 1.4023
F -1.2060 0.7070 -1.3383
H -0.0977 0.4527 0.1973
H 0.4526 0.0469 0.2436
H 0.0108 -0.3523 -0.2492
H 0.2365 -0.1206 -0.3118
H -0.3129 -0.1350 -0.7037
C -0.8852 0.7225 1.3350

[2]
C21H60BN5O6P | wB97M-V/def2-TZVPD

Properties
HOMO energy   -0.3915 Eh
Net charge   +1
Strongest force on any atom   4.65 eV Å⁻¹
Orbital gap   0.28754 Ha
E_tot   -1927.201267 Ha

Each line ends with the Löwdin charge.
Element x y z (Å)
H (0.08674, 5.02499, 8.82300)  0.090
H (-0.62320, 4.45510, 7.31541)  0.073
H (5.20903, -3.68634, -5.76297)  0.065
H (0.15416, -2.40174, -2.30936)  0.117
C (3.90104, -5.37682, -6.26135)  -0.427
H (0.55165, 5.06463, -1.48077)  0.080
C (2.94232, -3.20070, -4.15025)  -0.111
H (-1.69116, 2.55847, 0.02704)  0.094
H (1.60903, 4.79040, -0.08390)  0.067
H (-2.16272, -6.51640, 0.79029)  0.090
C (1.14944, 4.31332, -0.95393)  -0.072
H (-5.07641, 1.58199, 0.29322)  0.079
H (-0.71144, 3.22445, 5.56661)  0.067
H (-4.00019, 4.40052, -0.98851)  0.062
H (-0.82502, -6.76814, 1.83293)  0.100
H (0.11680, 2.54062, -1.50887)  0.132
H (2.16311, 2.74396, 4.65838)  0.133
B (-0.72230, -1.54802, -0.25573)  -0.486
O (-7.18900, 1.60879, -0.92451)  -0.195
H (0.20772, 1.76994, 5.99562)  0.077
N (1.23272, 4.60289, 4.43134)  0.045
N (-1.13339, -6.34095, 0.90914)  -0.075
H (-7.33445, 3.17269, 0.41632)  0.073
H (0.49180, -5.40242, -1.55194)  0.070
H (-8.83980, 2.34652, 0.02517)  0.090
H (-1.86210, -4.28210, 0.77185)  0.129
H (2.51733, -2.83897, -3.20957)  0.061
C (-0.82664, -4.85543, 0.88879)  -0.356
C (-5.00531, 3.96344, -1.04189)  -0.064
H (0.13291, -2.15380, 1.53940)  0.097
C (0.30104, 3.09992, -0.58228)  -0.427
H (4.67657, -5.78141, -4.43398)  0.066
H (-1.08267, 5.63777, 2.46950)  0.084
H (1.99036, -4.28591, -6.29283)  0.121
H (-1.84674, 0.05114, 0.24063)  0.103
N (4.67079, -6.23778, -5.35173)  0.038
H (4.14311, -7.09564, -5.18947)  0.074
H (4.02777, -3.11841, -4.07102)  0.079
H (-1.03297, 5.90376, 0.71534)  0.089
O (2.56910, -4.56125, -4.30610)  -0.225
H (1.85816, -3.79738, 1.37918)  0.110
O (-1.81204, -0.55401, -0.55743)  0.042
H (1.96920, 4.01505, -1.61965)  0.077
H (3.18432, -5.75003, 0.12098)  0.120
H (2.13197, 5.06506, 4.29555)  0.079
H (1.90884, -5.91828, -5.65203)  0.121
H (4.15165, -3.41211, -7.15984)  0.081
C (-1.07665, 3.46727, 0.01505)  -0.200
H (-5.44707, 4.06911, -0.04717)  0.069
C (0.23538, 4.34405, 7.98006)  -0.107
H (2.21709, -2.59307, -0.03548)  0.128
H (0.54311, 1.38111, 0.48960)  0.044
C (4.74944, -4.16342, -6.63300)  -0.071
C (0.13618, 2.59584, 5.27997)  -0.072
H (-6.76174, 2.59736, -2.71282)  0.120
H (-4.20270, 0.74940, -0.76790)  0.061
H (2.13441, 2.77145, 7.20857)  0.117
H (-1.54068, -3.07645, -1.76056)  0.122
C (4.62694, -3.87663, 0.43813)  -0.120
C (-4.92683, 2.50988, -1.50151)  -0.423
P (0.33798, -4.33962, -0.58356)  1.068
N (-4.35005, 1.69726, -0.42071)  0.042
N (1.07079, 2.23896, 0.32734)  0.045
H (5.38463, -4.66193, 0.87712)  0.092
O (1.42331, 4.73169, 7.30681)  -0.192
H (0.71607, 5.25312, 5.03205)  0.079
C (-7.90164, 2.71742, -0.39748)  -0.105
C (2.52335, -5.00947, -5.66402)  -0.194
H (3.71680, -5.93612, -7.18794)  0.140
H (-5.59186, 4.56647, -1.74310)  0.083
H (-8.13750, 3.46033, -1.16500)  0.092
H (3.09844, 4.01487, 6.42983)  0.122
H (-6.08179, 0.99284, -2.50049)  0.120
C (-6.28096, 1.93790, -1.98003)  -0.196
H (-0.10736, 2.16579, 4.30022)  0.070
O (-1.03090, 3.91550, 1.37297)  -0.196
C (1.99440, -3.74260, 0.19489)  -0.343
O (0.03839, -1.31087, 0.98653)  0.040
H (3.41816, -4.70126, -1.44579)  0.108
C (2.06776, 3.67458, 6.58976)  -0.198
H (2.56703, -2.57298, -4.96373)  0.098
H (0.29347, 3.32232, 8.36645)  0.090
C (-0.65768, 5.27604, 1.52882)  -0.114
H (1.07657, 2.69534, 1.24509)  0.072
H (-1.60964, 4.19083, -0.61376)  0.108
C (-0.46866, -2.74510, -1.35400)  -0.193
H (-4.23897, 2.47991, -2.35666)  0.136
H (5.10581, -3.17395, -0.36734)  0.086
C (3.30614, -4.62882, -0.26036)  -0.275
H (-0.32350, -4.44466, 1.86247)  0.105
H (0.42777, 5.35833, 1.60804)  0.064
H (5.56920, -4.46169, -7.29872)  0.084
H (4.23796, -3.15993, 1.30960)  0.088
C (1.44844, 3.37221, 5.20599)  -0.429

Cartesian forces, eV/Å:
H 0.1314 -0.0675 -0.1059
H -0.1268 -0.1987 0.0859
H -0.0966 -0.1042 -0.0419
H -1.2012 -0.6959 2.1642
C 0.0812 0.2395 0.3274
H 0.0595 -0.0731 0.0814
C 0.1002 -0.2473 0.1873
H -0.0031 0.1471 0.0884
H -0.1455 -0.1112 -0.0503
H 1.5605 0.3584 0.2723
C 0.2330 0.0856 -0.2870
H 0.2513 0.1481 -0.1773
H 0.1748 -0.0212 -0.0101
H -0.2028 -0.1438 0.0135
H -0.6206 0.7574 -1.7377
H -0.1020 -0.0119 0.1398
H 0.0401 0.1443 0.1118
B -1.3394 2.7847 0.9369
O 0.2646 0.2791 -0.5478
H -0.0108 0.0963 -0.0273
N 0.2214 0.1512 0.2314
N 0.0395 0.8495 1.4161
H -0.0706 0.2343 -0.0568
H -0.0681 0.7033 0.7290
H 0.1235 -0.0408 -0.1282
H 2.3739 -0.8559 0.0250
H -0.0477 -0.0372 -0.0015
C -1.5661 0.0112 0.3526
C 0.1864 0.3017 -0.0437
H 0.0531 1.8760 -1.2061
C -0.0028 0.3790 0.3087
H 0.1540 -0.1083 -0.3310
H 0.0286 -0.1458 -0.1266
H 0.1183 0.1326 0.0675
H -0.0953 -0.6715 -1.2790
N -0.4465 0.0137 0.2572
H 0.2024 0.0242 -0.1229
H -0.0120 0.2417 -0.1145
H 0.0203 -0.0771 -0.0854
O -0.2362 0.1948 -0.2130
H 0.3007 -0.0746 -2.5587
O 3.4709 -2.3467 2.0204
H -0.1639 0.0138 0.1648
H 0.2693 2.4795 -0.6958
H -0.1299 -0.0954 -0.0671
H 0.1071 0.1147 0.1340
H 0.0667 -0.0631 0.0561
C 0.0896 -0.3379 0.3123
H 0.0236 -0.1036 -0.1404
C 0.0032 0.4263 0.0167
H -0.8520 -2.5404 0.2156
H 0.1287 0.0700 -0.0361
C 0.1784 0.1048 -0.2943
C -0.1526 -0.2953 -0.1822
H -0.0026 0.1281 0.1259
H 0.0472 0.1381 -0.0167
H -0.1770 -0.0264 0.0176
H 2.2933 0.6731 0.7569
C -0.8094 0.1970 -0.0972
C -0.3081 0.1202 0.2322
P -0.2056 2.3291 0.8733
N -0.1869 -0.3965 0.0265
N -0.2679 -0.1262 0.1948
H -1.4990 1.7385 -1.0457
O 0.2047 -0.6530 -0.1295
H 0.0801 -0.2373 -0.2272
C -0.1025 -0.2661 0.2837
C 0.0081 -0.4589 -0.1579
H -0.1033 0.0198 0.1990
H 0.0507 -0.0711 0.0897
H 0.0983 -0.0031 0.0163
H -0.1750 0.0808 0.0406
H -0.0660 0.0449 0.1647
C 0.0896 -0.3267 0.1263
H 0.0567 0.1710 0.1444
O -0.1382 -0.0454 -0.7314
C 1.1591 0.1587 0.3739
O -1.7480 -2.4799 -1.4766
H -0.3582 0.3735 2.6052
C 0.1463 0.3273 -0.1243
H 0.0857 -0.0506 -0.0107
H 0.0008 -0.0147 -0.0933
C 0.0800 -0.0682 0.3788
H 0.0792 -0.0591 -0.2741
H 0.1135 0.1031 0.0048
C -0.8032 -1.1251 -1.2126
H -0.1261 -0.1240 0.0538
H -0.6884 -1.5101 1.6303
C 0.1980 -0.2390 0.3574
H -0.8260 -0.9306 -1.7936
H -0.0422 0.1983 -0.0498
H -0.2004 0.0164 0.2038
H 0.9385 -1.7165 -1.7840
C -0.2595 0.2161 0.2772